Entry 1:
# C19H13Cl2CuN4O5S

A structure of composition C19H13Cl2CuN4O5S (the ωB97M-V functional and the def2-TZVPD basis, the OMol25 dataset).

```
45
Properties=species:S:1:pos:R:3:forces:R:3:lowdin_charge:R:1
Cu 0.310 0.175 0.111 0.1 0.3 0.2 0.7173
Cl -3.801 5.614 -0.009 0.1 0.0 0.0 0.6231
C -2.394 4.589 -0.127 0.0 0.1 0.0 -0.6830
C -2.546 3.237 0.145 -0.1 -0.1 0.0 -0.0415
C -1.459 2.371 0.062 0.0 -0.1 0.1 -0.1916
N -1.499 0.978 0.210 0.2 0.1 -0.1 0.0424
C -2.634 0.363 0.613 -0.2 -0.1 -0.2 -0.4562
O -3.533 0.852 1.293 0.0 0.0 0.0 0.0391
C -2.858 -1.040 0.091 0.0 0.0 0.1 -0.2236
C -3.455 -1.973 0.929 0.0 0.0 0.0 -0.0124
C -3.750 -3.224 0.423 0.0 0.0 0.0 -0.0774
C -3.470 -3.483 -0.909 0.0 0.0 0.0 -0.0863
C -2.893 -2.479 -1.668 0.0 0.0 0.1 -0.1511
N -2.580 -1.278 -1.188 0.0 0.0 0.0 0.1239
C -0.200 2.914 -0.280 0.2 -0.2 0.0 -0.1894
C -0.059 4.265 -0.552 0.1 0.1 0.0 -0.0439
C -1.159 5.107 -0.473 0.0 0.0 0.0 -0.6911
Cl -0.939 6.803 -0.812 0.0 -0.1 0.0 0.6169
N 0.844 1.982 -0.244 -0.1 0.2 -0.1 0.0261
C 2.121 2.254 -0.512 0.1 -0.1 0.1 -0.4641
O 2.630 3.260 -1.001 0.0 0.1 0.0 0.0309
C 3.032 1.136 -0.031 -0.1 0.1 0.0 -0.1658
C 4.405 1.292 -0.085 0.1 0.0 0.0 0.0003
C 5.203 0.316 0.488 0.0 0.0 0.0 -0.0571
C 4.600 -0.773 1.095 0.0 0.0 0.0 -0.0523
C 3.218 -0.869 1.083 -0.1 -0.1 0.0 -0.1034
N 2.449 0.064 0.520 -0.1 0.1 -0.2 0.0837
H -3.513 2.861 0.436 0.0 0.0 0.0 0.0949
H -3.675 -1.697 1.951 0.0 0.0 0.0 0.1151
H -4.188 -3.986 1.055 0.0 0.0 0.0 0.1036
H -3.673 -4.450 -1.350 0.0 0.0 0.0 0.0969
H -2.664 -2.648 -2.715 0.0 0.0 0.0 0.1001
H 0.906 4.658 -0.830 0.0 0.0 0.0 0.0942
H 4.799 2.181 -0.555 0.0 0.0 0.0 0.1157
H 6.282 0.410 0.473 0.0 0.0 0.0 0.1048
H 5.183 -1.549 1.573 0.0 0.0 0.0 0.1037
H 2.694 -1.708 1.527 0.0 0.0 0.0 0.0845
C 1.675 -3.628 -0.642 0.1 -0.1 -0.1 -0.1454
S 0.423 -3.047 0.464 -0.3 0.3 0.0 0.4152
O -0.669 -3.979 0.355 0.1 -0.1 0.1 -0.3103
O 1.035 -2.914 1.773 0.0 -0.1 0.1 -0.3497
O 0.061 -1.716 -0.114 0.0 -0.4 0.1 -0.4109
H 1.962 -4.627 -0.321 0.0 0.0 0.0 0.0635
H 2.529 -2.955 -0.612 0.0 0.0 0.0 0.0452
H 1.251 -3.657 -1.643 0.0 0.0 0.0 0.0653
```
Positions in Å, forces in eV/Å.

Calculated values
Molar mass: 543.86 g/mol
Energy: -4286.305814 hartree
Multiplicity: 2
HOMO-LUMO gap (alpha / beta): 7.090 / 6.956 eV
Highest occupied orbital energy (alpha / beta): -4.7604 / -4.7129 eV
Total charge: -1

Entry 2:
# C19H13F2N7

The molecule C19H13F2N7 (the ωB97M-V functional and the def2-TZVPD basis, the OMol25 dataset).

```
41
Properties=species:S:1:pos:R:3:forces:R:3:lowdin_charge:R:1
C -5.087 -3.642 0.104 -0.2 -0.5 0.2 -0.0151
N -4.955 -2.223 -0.058 0.3 0.4 -0.1 -0.2096
C -3.853 -1.481 0.094 0.0 0.6 -0.1 0.0002
C -4.217 -0.160 -0.146 -0.3 -0.7 0.1 -0.1591
C -3.336 0.983 -0.117 0.7 0.4 0.1 -0.2085
C -3.803 2.301 -0.421 0.3 0.4 0.0 0.0164
C -2.935 3.348 -0.407 -0.4 -0.3 0.0 0.0391
C -1.592 3.072 -0.084 0.3 -0.5 0.2 -0.2623
N -0.513 3.822 0.011 -0.8 0.9 -0.3 0.0738
N 0.496 3.039 0.348 0.6 -0.6 0.3 0.0737
C 0.078 1.798 0.462 -0.2 -0.2 0.0 -0.1614
C 0.880 0.611 0.890 0.3 -0.4 0.3 -0.3952
F 0.235 -0.526 0.481 0.1 0.1 -0.2 0.0738
F 0.835 0.529 2.268 0.0 0.2 0.0 0.0864
C 2.323 0.543 0.438 -0.1 -0.3 0.1 -0.1100
C 3.026 1.670 -0.030 0.3 0.1 -0.1 -0.0070
C 4.330 1.550 -0.421 -0.1 0.0 0.1 0.0083
C 4.993 0.306 -0.359 -0.5 -0.3 0.2 -0.2277
N 6.276 0.228 -0.767 0.5 0.3 -0.2 0.1083
C 6.881 -0.923 -0.699 0.1 0.0 0.0 -0.1414
C 6.281 -2.104 -0.221 -0.3 -0.1 0.1 -0.0559
C 4.979 -2.054 0.195 0.3 0.0 -0.1 -0.0149
C 4.287 -0.825 0.133 0.2 0.3 -0.1 -0.1438
C 2.946 -0.677 0.529 -0.2 0.2 0.0 0.0381
N -1.259 1.756 0.204 0.2 1.3 -0.2 0.0412
N -2.090 0.732 0.194 -0.7 -1.0 0.1 0.1819
C -5.597 -0.237 -0.435 0.5 0.0 0.1 -0.0979
N -6.015 -1.482 -0.375 -0.9 -0.2 -0.2 0.0764
H -5.931 -3.977 -0.497 0.1 0.0 0.0 0.0908
H -4.176 -4.140 -0.224 0.0 0.0 0.0 0.0915
H -5.278 -3.895 1.149 0.0 0.0 -0.1 0.0925
H -2.896 -1.887 0.346 0.2 -0.2 0.1 0.1314
H -4.843 2.443 -0.661 -0.1 0.1 0.0 0.1081
H -3.224 4.362 -0.628 -0.1 0.1 0.0 0.1216
H 2.521 2.622 -0.067 0.1 0.0 0.0 0.0896
H 4.884 2.400 -0.787 0.1 0.1 0.0 0.1140
H 7.909 -0.936 -1.039 0.1 -0.1 0.0 0.1049
H 6.847 -3.022 -0.192 0.0 -0.1 0.0 0.0995
H 4.470 -2.932 0.569 0.0 -0.1 0.0 0.1156
H 2.412 -1.540 0.902 -0.1 -0.1 0.0 0.1278
H -6.285 0.546 -0.680 -0.2 0.2 -0.1 0.1048
```
Positions in Å, forces in eV/Å.

Calculated values
Molar mass: 377.36 g/mol
Energy: -1314.832523 hartree
HOMO-LUMO gap: 8.534 eV
Highest occupied orbital energy: -8.8300 eV
Total charge: 0

Entry 3:
# C19H13N3O3

The molecule C19H13N3O3 (the ωB97M-V functional and the def2-TZVPD basis, the OMol25 dataset).

```
38
Properties=species:S:1:pos:R:3:forces:R:3:lowdin_charge:R:1
O -3.532 -1.458 -0.009 -1.8 -0.3 1.2 0.1054
C -2.351 -1.461 -0.219 -2.3 0.4 -0.6 -0.4696
N -1.914 -2.279 -1.209 1.9 1.7 0.6 0.2185
C -0.604 -2.289 -1.575 1.6 -5.0 -2.2 -0.4218
O -0.234 -3.327 -2.152 0.0 1.9 0.4 0.0740
N 0.265 -1.258 -1.296 -1.1 -0.6 0.4 0.1300
C 1.578 -1.191 -1.895 1.7 -0.3 -1.0 -0.1479
C 2.736 -0.929 -1.137 -0.8 0.1 0.7 -0.0113
C 4.013 -0.859 -1.693 -0.7 -0.1 -0.1 -0.0814
C 4.195 -1.064 -3.050 -0.1 -0.1 0.0 -0.0887
C 3.077 -1.342 -3.829 -0.2 -0.4 0.2 -0.0745
C 1.796 -1.451 -3.269 -0.2 0.7 0.4 -0.0004
C -0.205 -0.336 -0.392 0.7 3.1 0.1 -0.3320
O 0.366 0.744 -0.325 0.6 -0.2 0.1 0.0771
C -1.455 -0.517 0.359 0.9 0.6 2.3 -0.0281
C -1.821 0.119 1.564 0.7 -0.5 -0.9 0.1468
C -1.105 1.107 2.373 0.4 0.2 0.1 -0.2153
C -1.589 1.808 3.462 -0.1 0.9 0.2 0.0653
C -0.617 2.849 3.802 -1.4 -1.3 0.7 -0.1612
C -0.549 3.893 4.720 -0.9 0.5 0.6 -0.0393
C 0.528 4.744 4.718 0.1 0.1 -0.3 -0.0973
C 1.622 4.570 3.842 -0.5 -1.0 -0.5 -0.0603
C 1.575 3.481 2.974 1.1 0.9 -0.1 -0.0165
C 0.471 2.661 2.979 -0.8 -1.4 -1.0 -0.2155
N 0.170 1.593 2.161 1.3 0.0 -0.9 0.1242
H -2.435 -3.088 -1.432 -0.5 -0.7 -0.3 0.1659
H 2.624 -0.768 -0.060 0.0 0.0 -0.4 0.1176
H 4.863 -0.655 -1.066 0.1 0.0 0.2 0.1008
H 5.210 -1.043 -3.458 -0.5 0.1 0.0 0.1090
H 3.200 -1.551 -4.889 -0.1 0.1 0.2 0.1049
H 0.967 -1.669 -3.933 0.0 -0.1 0.2 0.1153
H -2.801 -0.183 2.000 0.8 0.3 -0.6 0.1463
H -2.547 1.639 3.926 0.0 0.1 0.0 0.1124
H -1.387 4.109 5.393 0.3 -0.2 -0.3 0.1183
H 0.456 5.612 5.336 0.3 0.3 0.4 0.0919
H 2.467 5.255 3.801 -0.3 -0.1 0.1 0.1043
H 2.343 3.286 2.233 0.2 0.2 0.2 0.1135
H 0.731 1.357 1.350 -0.4 0.1 0.1 0.1197
```
Positions in Å, forces in eV/Å.

Calculated values
Molar mass: 331.33 g/mol
Energy: -1121.858561 hartree
HOMO-LUMO gap: 6.981 eV
Highest occupied orbital energy: -8.3551 eV
Total charge: 0